<w>
This record from OMol25 describes a 2-piece molecular cluster, C4H7N overall. The level of theory is ωB97M-V with the def2-TZVPD basis set.

Last column: Löwdin charge in e.
Cartesian coordinates (Å):
1 C -1.01049 0.76488 0.16741  -0.03
2 C -1.18047 -0.21992 -0.90914  -0.27
3 C 1.87937 1.58997 1.08568  0.07
4 C -0.55241 -1.59770 -0.53147  -0.05
5 N -2.20760 0.38078 0.08116  0.11
6 H -1.23651 0.03267 -1.91669  0.08
7 H 1.22968 1.43252 1.99162  0.00
8 H 1.99608 2.58521 0.62958  0.00
9 H 2.24611 0.73593 0.74165  -0.09
10 H 0.51421 -1.47540 -0.42481  0.07
11 H -0.66613 -2.30732 -1.27149  0.04
12 H -1.01183 -1.92163 0.35648  0.06

* charge: 0
* E_HOMO (alpha / beta): -8.7 / -9.5 eV
* HOMO-LUMO gap (alpha / beta): 7.1 / 9.8 eV
* spin multiplicity: 1

<x>
This record from OMol25 describes an isolated molecule of C4H7N. The level of theory is ωB97M-V with the def2-TZVPD basis set.

Last column: Löwdin charge in e.
Cartesian coordinates (Å):
1 C 1.92497 -0.20361 0.10305  -0.10
2 C -0.45757 0.68970 -0.07177  -0.28
3 C -1.81177 0.13524 -0.07261  -0.16
4 C -2.93797 -0.36096 0.08179  0.08
5 H 2.60982 -1.08426 0.19559  0.07
6 H 2.02538 0.34017 1.09595  0.08
7 H 2.36532 0.37646 -0.68419  0.04
8 H 0.21445 -0.94045 -0.97953  0.07
9 H -0.14861 1.01413 1.02388  0.15
10 H -0.23307 1.41401 -0.90584  0.12
11 H -3.96014 -0.86424 0.31600  0.07
12 N 0.40919 -0.51618 -0.10230  -0.14

* structure (SMILES): C#CCNC
* charge: 0
* E_HOMO: -9.2 eV
* HOMO-LUMO gap: 10.2 eV
* spin multiplicity: 1

Most stable of them? <x>.

<w>
This record from OMol25 describes an isolated molecule of C4H4O3. The level of theory is ωB97M-V with the def2-TZVPD basis set.

Last column: Löwdin charge in e.
Cartesian coordinates (Å):
1 C -1.67194 0.28573 -0.48891  0.01
2 C -0.78636 -0.78216 0.08034  -0.50
3 O -0.94482 -1.96195 0.11383  0.12
4 C 0.89845 -0.11981 0.14705  -0.02
5 O 0.16735 -0.14104 1.18636  0.11
6 C 2.33402 0.26856 0.28505  -0.21
7 O 2.65730 1.43325 0.29831  0.07
8 H -2.62215 0.26177 0.05417  0.10
9 H -1.86662 0.04071 -1.53503  0.10
10 H -1.23095 1.27902 -0.41758  0.09
11 H 3.06573 -0.56408 0.27642  0.13

* charge: 0
* E_HOMO: -9.3 eV
* HOMO-LUMO gap: 9.1 eV
* spin multiplicity: 1

<x>
This record from OMol25 describes an isolated molecule of C4H4O3. The level of theory is ωB97M-V with the def2-TZVPD basis set.

Last column: Löwdin charge in e.
Cartesian coordinates (Å):
1 C -0.26074 -1.62168 0.19011  0.01
2 C -0.24828 -0.41312 -0.69985  -0.38
3 O -0.88702 -0.27949 -1.71667  0.13
4 C 0.68409 0.73178 -0.28719  -0.28
5 O 1.87623 0.70943 -0.48135  0.14
6 C 0.02785 1.92852 0.39887  -0.15
7 O -1.12119 1.88870 0.75852  0.10
8 H 0.75259 -2.02934 0.27742  0.10
9 H -0.93956 -2.37503 -0.21336  0.09
10 H -0.58761 -1.32639 1.19466  0.10
11 H 0.70365 2.78662 0.57883  0.14

* structure (SMILES): CC(=O)C(=O)C=O
* charge: 0
* E_HOMO: -9.8 eV
* HOMO-LUMO gap: 8.8 eV
* spin multiplicity: 1

Most stable of them? <x>.

<w>
This record from OMol25 describes a 2-piece molecular cluster, C4H12NO2 overall. The level of theory is ωB97M-V with the def2-TZVPD basis set.

Last column: Löwdin charge in e.
Cartesian coordinates (Å):
1 O -2.65600 -0.21182 1.48651  0.10
2 C -2.53544 -0.81064 0.45583  -0.18
3 C -1.29794 -0.62697 -0.39983  -0.07
4 N -0.39567 0.31281 0.30622  0.02
5 C 0.30072 1.32168 -0.56479  -0.15
6 C 1.46864 0.69492 -1.30897  -0.06
7 H -3.29285 -1.49389 0.06374  0.14
8 H -0.80744 -1.59236 -0.47006  0.14
9 H -1.48220 -0.26365 -1.40544  0.14
10 H 0.32449 -0.22116 0.82328  0.11
11 H -0.96123 0.78982 1.02704  0.16
12 H 0.61979 2.09990 0.10963  0.13
13 H -0.46105 1.68401 -1.25258  0.13
14 H 2.40267 0.83812 -0.76803  0.09
15 H 1.61245 1.25233 -2.23646  0.09
16 H 1.29658 -0.33772 -1.57191  0.08
17 H 2.56709 -1.34818 1.44684  0.08
18 H 1.63198 -1.02514 2.61137  0.08
19 O 1.66540 -1.06206 1.64764  -0.03

* charge: +1
* E_HOMO: -14.9 eV
* HOMO-LUMO gap: 11.8 eV
* spin multiplicity: 1

<x>
This record from OMol25 describes a 3-piece molecular cluster, C4H12NO2 overall. The level of theory is ωB97M-V with the def2-TZVPD basis set.

Last column: Löwdin charge in e.
Cartesian coordinates (Å):
1 C -0.13343 -2.34278 1.57682  -0.05
2 C -0.59225 -1.31336 0.59725  -0.09
3 C -0.11752 -0.82889 -0.54176  -0.05
4 N -0.80321 0.22439 -1.25708  0.04
5 C -2.03644 0.52265 -1.21584  0.17
6 H 0.39077 -1.92162 2.42294  0.09
7 H -1.02521 -2.85874 1.95662  0.09
8 H 0.35790 -3.19593 1.12054  0.09
9 H -1.55660 -0.92147 0.92478  0.11
10 H 0.90272 -0.86186 -0.89818  0.13
11 H -0.10814 0.52402 -1.96273  0.11
12 H -2.38317 1.36037 -1.80433  0.12
13 H -2.71523 -0.03506 -0.58970  0.12
14 H 1.92085 2.04251 -2.62214  0.08
15 H 0.64771 1.75037 -3.40175  0.06
16 O 0.97985 1.84482 -2.51503  -0.03
17 H 2.67094 1.82911 2.27142  0.04
18 H 1.76832 2.50011 3.20912  0.03
19 O 1.83214 1.68137 2.72905  -0.06

* charge: +1
* E_HOMO: -14.2 eV
* HOMO-LUMO gap: 9.3 eV
* spin multiplicity: 1

<y>
This record from OMol25 describes a 2-piece molecular cluster, C4H12NO2 overall. The level of theory is ωB97M-V with the def2-TZVPD basis set.

Last column: Löwdin charge in e.
Cartesian coordinates (Å):
1 O 1.66992 -1.34219 -0.99459  0.11
2 C 1.71741 -0.87119 0.10614  -0.19
3 C 0.61693 0.08310 0.58655  -0.27
4 N -0.66358 -0.51562 -0.00496  0.03
5 C -1.28727 -1.54153 0.90047  0.02
6 C 0.79820 1.48584 0.07470  -0.03
7 H 2.49047 -1.01599 0.87211  0.15
8 H 0.59195 -0.11443 1.65886  0.15
9 H -1.35999 0.24418 -0.14979  0.13
10 H -0.49859 -0.90298 -0.94069  0.17
11 H -0.76214 -2.46310 0.63136  0.11
12 H -2.22414 -1.80525 0.41505  0.10
13 H -1.41676 -1.30922 1.96077  0.12
14 H 1.01019 1.41229 -0.99920  0.10
15 H 1.65175 2.09771 0.41095  0.11
16 H -0.14220 2.06837 0.31877  0.09
17 H -2.76089 2.35707 -0.30470  0.09
18 H -1.46173 2.36402 -1.35873  0.07
19 O -1.88072 2.05757 -0.55550  -0.05

* charge: +1
* E_HOMO: -14.5 eV
* HOMO-LUMO gap: 11.2 eV
* spin multiplicity: 1

Most stable of them? <w>.

<w>
This record from OMol25 describes a 2-piece molecular cluster, C4H12NO2 overall. The level of theory is ωB97M-V with the def2-TZVPD basis set.

Last column: Löwdin charge in e.
Cartesian coordinates (Å):
1 C -0.42295 1.07743 -2.31854  -0.07
2 C 0.29394 0.02800 1.90046  -0.18
3 C 0.40781 0.39460 -1.29166  -0.24
4 C -0.76723 0.42025 0.90581  -0.20
5 N 1.08989 -1.20468 1.60055  0.17
6 O 0.76326 -0.90603 -1.52464  -0.05
7 O -1.69850 -0.60652 0.90872  -0.05
8 H -1.51750 1.23561 -2.21120  0.10
9 H -0.06162 2.09573 -2.29782  0.08
10 H -0.23959 0.64147 -3.27724  0.08
11 H 0.90543 1.04188 2.09932  0.18
12 H -0.05634 -0.34758 2.86532  0.12
13 H 1.30232 0.93379 -1.01528  0.11
14 H -1.04405 1.39919 0.61574  0.10
15 H 1.74810 -1.49494 2.39339  0.21
16 H 1.37661 -1.16544 0.62264  0.12
17 H 0.37790 -1.99842 1.53437  0.19
18 H 0.12861 -1.35936 -2.16003  0.15
19 H -2.58610 -0.18496 0.65009  0.16

* charge: +1
* E_HOMO (alpha / beta): -11.3 / -11.4 eV
* HOMO-LUMO gap (alpha / beta): 7.7 / 8.1 eV
* spin multiplicity: 1

<x>
This record from OMol25 describes a 2-piece molecular cluster, C4H12NO2 overall. The level of theory is ωB97M-V with the def2-TZVPD basis set.

Last column: Löwdin charge in e.
Cartesian coordinates (Å):
1 O -1.31799 2.32273 -0.42113  0.10
2 C -0.53241 2.12941 0.46433  -0.18
3 C 0.23919 0.80370 0.52619  -0.29
4 N -0.28504 -0.09509 -0.51371  0.01
5 C 0.29516 0.18219 -1.85320  0.00
6 C 0.03421 0.22451 1.92112  -0.03
7 H -0.36025 2.84241 1.28334  0.15
8 H 1.29915 1.01004 0.36887  0.17
9 H -0.10715 -1.12140 -0.30191  0.11
10 H -1.29905 -0.03768 -0.63236  0.18
11 H 0.15737 1.22637 -2.11867  0.10
12 H -0.30224 -0.32524 -2.61945  0.11
13 H 1.31018 -0.17655 -1.98187  0.11
14 H -1.00051 0.40808 2.24423  0.10
15 H 0.59373 0.73316 2.70951  0.10
16 H 0.23095 -0.83239 2.09290  0.09
17 H 0.57180 -3.28359 0.35477  0.09
18 H 0.30558 -3.24758 -1.17225  0.09
19 O 0.16732 -2.76308 -0.35072  -0.02

* charge: +1
* E_HOMO: -14.5 eV
* HOMO-LUMO gap: 11.4 eV
* spin multiplicity: 1

<y>
This record from OMol25 describes a 3-piece molecular cluster, C4H12NO2 overall. The level of theory is ωB97M-V with the def2-TZVPD basis set.

Last column: Löwdin charge in e.
Cartesian coordinates (Å):
1 C 0.70243 -0.57151 1.33401  -0.04
2 C 0.58655 -0.50053 -0.13459  -0.32
3 C 1.55424 -0.59332 -1.04589  0.15
4 C -1.84193 -0.39132 0.01409  0.19
5 N -0.76161 -0.46794 -0.65147  0.08
6 H 0.26352 0.35264 1.73403  0.07
7 H 0.06207 -1.33387 1.79162  0.10
8 H 1.62889 -0.69140 1.83100  0.09
9 H 1.43920 -0.31586 -2.08367  0.08
10 H 2.51866 -0.92780 -0.68376  0.09
11 H -2.77282 -0.16704 -0.49199  0.13
12 H -1.83965 -0.52754 1.08216  0.11
13 H -0.74958 -0.09698 -1.61387  0.12
14 H 0.22603 2.37664 4.07650  0.04
15 H 1.56452 2.42891 3.26807  0.05
16 O 0.63806 2.17425 3.23608  -0.05
17 H -0.87520 0.50020 -4.03714  0.07
18 H -1.34211 -0.95305 -4.12185  0.07
19 O -1.00127 -0.29447 -3.50332  -0.04

* charge: +1
* E_HOMO: -14.0 eV
* HOMO-LUMO gap: 9.2 eV
* spin multiplicity: 1

Most stable of them? <x>.